No. 1
C9H25N4O | wB97M-V/def2-TZVPD

As for the total charge: +1. For the relative energy (zero: lowest compared OMol25 entry of this formula, charge and spin), the calculation gives 59.6 kJ/mol. The orbital gap comes out at 6.350 eV. The value obtained for the HOMO energy is -8.84 eV. The calculation puts the total energy at -651.8949 Eh. Its molecular weight is 205.326 g mol⁻¹.

Last column: Mulliken charge in e.
Geometry (Å):
C (2.244, -3.110, 1.371)  -1.204
C (-0.496, 0.822, -2.719)  -1.739
C (-2.071, 1.479, -0.855)  -1.846
C (0.725, -3.104, 1.245)  -0.438
C (1.419, 3.586, 0.382)  -0.693
C (0.598, 3.052, -0.790)  -0.702
C (0.234, -1.817, 0.557)  -0.049
C (-0.740, 0.867, -1.231)  0.739
C (-1.236, -1.908, 0.213)  0.168
N (0.769, 3.129, 1.607)  -0.524
N (-1.629, -2.666, -0.817)  -0.335
N (-2.127, -1.374, 1.057)  -0.337
N (0.378, 1.590, -0.553)  0.107
O (0.471, -0.673, 1.351)  -0.547
H (2.705, -3.189, 0.392)  0.338
H (2.568, -3.956, 1.967)  0.402
H (2.604, -2.201, 1.845)  0.318
H (-0.527, 1.808, -3.202)  0.365
H (0.471, 0.368, -2.941)  0.347
H (-1.266, 0.213, -3.188)  0.416
H (-2.871, 0.812, -1.173)  0.348
H (-2.270, 2.450, -1.330)  0.451
H (-2.144, 1.607, 0.225)  0.361
H (0.397, -3.967, 0.666)  0.388
H (0.260, -3.171, 2.233)  0.384
H (2.426, 3.159, 0.356)  0.384
H (1.511, 4.676, 0.299)  0.406
H (1.093, 3.214, -1.745)  0.382
H (-0.382, 3.530, -0.807)  0.283
H (0.793, -1.682, -0.378)  0.311
H (-0.070, 3.673, 1.787)  0.189
H (1.380, 3.246, 2.406)  0.222
H (-2.588, -2.648, -1.116)  0.244
H (-0.946, -2.993, -1.477)  0.247
H (-1.768, -0.689, 1.707)  0.230
H (-3.086, -1.268, 0.774)  0.263
H (1.238, 1.089, -0.785)  0.426
H (0.259, 1.529, 0.475)  0.345
H (0.648, -0.948, 2.259)  0.349

Atomic forces in eV per Å
-0.205 -0.001 0.004
-0.019 0.212 0.507
0.699 -0.013 -0.189
0.030 0.279 -0.032
-0.047 0.008 -0.259
0.202 0.180 0.137
0.340 -0.277 0.002
-0.436 -1.297 0.229
-0.697 0.690 -0.468
-0.024 0.222 0.365
0.243 0.554 0.918
0.765 -0.403 -0.614
-0.038 0.220 -0.017
-0.215 -0.035 0.151
0.115 0.014 -0.133
0.079 -0.099 0.068
0.097 0.057 0.065
-0.003 0.180 -0.267
0.126 -0.067 -0.185
-0.025 -0.055 -0.113
-0.158 -0.055 -0.023
-0.187 0.203 0.015
-0.162 0.076 0.201
-0.086 -0.064 0.026
-0.107 -0.065 -0.024
-0.049 0.076 -0.022
0.037 -0.149 0.005
-0.069 -0.032 -0.016
0.035 -0.057 -0.072
-0.294 -0.032 0.081
0.075 0.005 0.053
-0.075 -0.013 -0.001
-0.060 -0.107 -0.069
0.054 0.034 -0.061
0.048 -0.023 -0.111
-0.144 -0.049 0.036
-0.130 0.099 0.193
0.172 -0.197 -0.360
0.113 -0.016 -0.021

=====

No. 2
C9H25N5 | wB97M-V/def2-TZVPD

As for the total charge: +2. For the relative energy (zero: lowest compared OMol25 entry of this formula, charge and spin), the calculation gives 0.0 kJ/mol. The orbital gap comes out at 9.034 eV. The value obtained for the HOMO energy is -15.45 eV. The calculation puts the total energy at -631.0019 Eh. Its molecular weight is 203.334 g mol⁻¹.

Last column: Mulliken charge in e.
Geometry (Å):
C (-1.080, 1.216, -0.419)  -0.457
C (-3.441, 1.826, -0.234)  0.120
C (-0.034, 1.610, 0.660)  -0.800
C (-6.183, -0.822, -0.151)  0.188
C (-6.772, -2.225, -0.080)  -1.074
C (4.810, -2.042, -1.039)  -1.449
C (3.516, -1.726, -0.425)  -0.703
C (1.843, 0.009, 0.344)  -1.334
C (3.118, -0.295, -0.458)  0.060
N (-2.211, 2.075, -0.355)  -0.043
N (-5.008, -0.545, 0.019)  -0.476
N (4.148, 0.551, 0.174)  -0.174
N (1.336, 1.358, 0.196)  0.153
N (2.314, 2.242, 0.836)  -0.760
H (-0.594, 1.430, -1.485)  0.278
H (-1.516, 0.228, -0.305)  0.340
H (-6.912, 0.036, -0.243)  0.319
H (-4.105, 2.622, -0.254)  0.352
H (-0.190, 2.660, 0.840)  0.539
H (-0.238, 1.007, 1.540)  0.343
H (-7.345, -2.406, 0.829)  0.288
H (-6.013, -3.062, -0.165)  0.283
H (-7.371, -2.540, -0.974)  0.300
H (5.062, -1.848, -2.074)  0.363
H (4.821, -3.135, -1.001)  0.385
H (5.622, -1.675, -0.468)  0.456
H (3.586, -2.220, 0.603)  0.361
H (2.740, -2.144, -0.853)  0.545
H (2.085, -0.160, 1.385)  0.464
H (0.984, -0.656, 0.196)  0.499
H (2.912, -0.019, -1.467)  0.253
H (-1.976, 3.089, -0.447)  0.355
H (-4.402, -1.404, 0.096)  0.175
H (-3.956, 0.815, -0.256)  0.044
H (4.312, 0.066, 1.098)  0.456
H (5.018, 0.489, -0.448)  0.393
H (2.330, 1.985, 1.863)  0.320
H (2.056, 3.155, 0.423)  0.233
H (3.795, 1.491, 0.487)  0.402

Atomic forces in eV per Å
1.630 -0.100 -2.090
-0.319 -2.097 -0.728
-0.124 -1.470 -0.727
-4.805 -1.182 0.045
0.579 -1.486 -1.516
0.760 -1.902 -1.169
2.322 1.433 3.398
-1.089 -0.281 0.209
-1.923 0.698 1.247
0.100 3.113 0.094
4.646 -0.203 0.099
2.588 -1.480 0.170
1.013 0.968 -0.382
-1.360 -0.924 -0.353
-0.965 -0.914 2.167
0.613 -0.400 -0.284
0.633 -0.937 -0.047
-0.994 1.730 0.145
0.370 0.425 0.382
-0.191 0.261 0.611
-0.125 0.278 -0.105
-0.140 1.248 0.596
-0.106 1.007 0.792
-0.664 0.603 -0.382
0.672 0.019 0.093
1.021 0.196 0.779
-0.441 1.168 -0.802
-3.712 -2.827 -2.479
0.201 -0.185 0.939
0.523 -0.268 -0.588
0.381 0.602 -0.863
-0.159 -0.927 0.189
-0.862 0.813 0.070
0.553 0.189 0.555
0.558 0.466 -1.154
-1.164 0.554 1.516
-0.441 1.726 -1.032
0.647 -0.223 1.639
-0.223 0.310 -1.034

=====

No. 3
C9H26B2LiNO | wB97M-V/def2-TZVPD

As for the total charge: -2. For the relative energy (zero: lowest compared OMol25 entry of this formula, charge and spin), the calculation gives 0.0 kJ/mol. The orbital gap comes out at 4.733 eV. The value obtained for the HOMO energy is 0.39 eV. The calculation puts the total energy at -545.6068 Eh. Its molecular weight is 192.878 g mol⁻¹.

Last column: Mulliken charge in e.
Geometry (Å):
Li (1.514, -1.241, -1.517)  0.474
B (-0.003, -1.974, -3.442)  -0.157
H (-0.908, -1.834, -4.168)  -0.231
H (-0.333, -1.751, -2.347)  -0.242
H (0.390, -3.059, -3.562)  -0.186
H (0.845, -1.210, -3.721)  -0.184
B (1.738, -3.522, -0.618)  0.704
H (2.617, -2.784, -0.858)  -0.358
H (2.037, -4.257, 0.244)  -0.260
H (0.810, -2.984, -0.171)  -0.450
H (1.525, -4.121, -1.592)  -0.275
C (0.374, 1.370, -1.827)  -2.027
C (0.069, 1.596, -0.364)  1.843
C (-1.442, 1.892, -0.279)  -1.344
C (-1.963, 1.902, 1.156)  -0.778
C (-1.750, 0.517, 1.750)  -1.170
C (-0.301, -0.013, 1.634)  1.637
N (0.290, 0.335, 0.356)  1.079
O (1.579, -0.197, 0.171)  -1.028
C (-0.445, -1.533, 1.720)  -2.025
C (0.422, 0.600, 2.839)  -1.950
C (0.808, 2.804, 0.236)  -1.968
H (1.438, 1.398, -2.072)  0.266
H (-0.025, 2.186, -2.452)  0.359
H (-0.132, 0.497, -2.234)  0.496
H (-1.940, 1.128, -0.880)  0.376
H (-1.661, 2.878, -0.709)  0.489
H (-3.025, 2.177, 1.099)  0.379
H (-1.566, 2.746, 1.732)  0.356
H (-2.536, -0.090, 1.290)  0.417
H (-2.069, 0.649, 2.794)  0.360
H (-0.848, -1.929, 0.790)  0.354
H (-1.116, -1.741, 2.564)  0.438
H (0.462, -2.117, 1.885)  0.369
H (0.338, 1.678, 2.979)  0.319
H (1.503, 0.469, 2.682)  0.389
H (0.257, 0.033, 3.763)  0.432
H (0.546, 3.699, -0.348)  0.398
H (1.898, 2.707, 0.214)  0.386
H (0.602, 3.097, 1.268)  0.316

Atomic forces in eV per Å
-0.505 -0.498 0.850
0.030 -0.073 -0.209
-1.166 0.457 -0.903
-0.490 0.144 1.398
0.495 -1.237 -0.042
1.222 1.045 -0.435
-0.039 -0.488 0.097
1.186 1.098 -0.182
0.816 -0.957 1.052
-1.079 0.792 -0.056
-0.445 -0.799 -1.071
0.236 1.052 -0.948
-0.841 -0.483 1.753
0.207 0.554 0.255
-0.265 0.191 -1.001
-0.987 1.278 0.162
-0.848 0.783 -0.097
-0.440 -0.353 -1.195
0.034 0.461 -0.121
0.319 -0.319 0.636
2.033 -0.741 0.218
0.748 0.918 -0.456
0.052 -0.499 0.246
-0.124 0.217 0.345
0.305 -0.356 0.285
-0.208 -0.017 0.140
0.156 -0.068 -0.304
-0.156 -0.418 0.157
0.559 -0.291 0.049
0.472 -0.483 -0.177
0.373 -0.657 0.196
-0.194 0.185 0.018
-0.121 -0.149 -0.079
0.246 0.450 -0.057
-0.667 -0.033 0.025
-0.083 -0.127 -0.278
-0.486 0.294 0.093
0.162 -0.002 -0.120
-0.050 -0.315 -0.268
-0.458 -0.553 0.027

=====

No. 4
C9H26BrN2O2 | wB97M-V/def2-TZVPD

As for the total charge: +1. For the relative energy (zero: lowest compared OMol25 entry of this formula, charge and spin), the calculation gives 143.8 kJ/mol. The orbital gap comes out at 6.619 eV. The value obtained for the HOMO energy is -8.90 eV. The calculation puts the total energy at -3192.1823 Eh. Its molecular weight is 274.223 g mol⁻¹.

Last column: Mulliken charge in e.
Geometry (Å):
Br (17.587, 11.601, 7.499)  -0.920
C (14.894, 11.748, 2.982)  -1.288
C (13.827, 12.788, 3.438)  0.112
C (12.573, 12.195, 4.151)  -0.616
O (11.736, 13.192, 4.470)  -0.379
C (10.929, 13.031, 5.675)  -0.716
N (14.544, 13.751, 4.387)  -0.315
H (15.176, 13.277, 5.017)  0.295
H (15.032, 14.455, 3.852)  0.356
H (13.868, 14.272, 4.928)  0.315
H (15.563, 11.425, 3.780)  0.415
H (15.609, 12.125, 2.251)  0.394
H (14.378, 10.893, 2.546)  0.327
H (13.517, 13.476, 2.651)  0.389
H (12.844, 11.843, 5.147)  0.391
H (12.090, 11.430, 3.544)  0.363
H (10.772, 14.051, 6.026)  0.243
H (11.422, 12.475, 6.471)  0.367
H (9.948, 12.580, 5.521)  0.298
C (22.191, 10.813, 5.100)  -0.915
N (22.525, 9.496, 5.806)  -0.160
C (21.514, 8.389, 5.432)  -0.950
C (23.930, 8.991, 5.239)  -0.788
C (22.440, 9.559, 7.403)  -0.536
C (22.946, 10.885, 8.035)  -0.668
O (24.257, 11.198, 7.643)  -0.492
H (21.289, 11.289, 5.484)  0.384
H (22.165, 10.586, 4.034)  0.404
H (22.950, 11.581, 5.249)  0.367
H (20.524, 8.739, 5.723)  0.451
H (21.771, 7.449, 5.919)  0.388
H (21.624, 8.183, 4.367)  0.394
H (23.877, 8.561, 4.239)  0.356
H (24.159, 8.129, 5.866)  0.363
H (24.561, 9.864, 5.400)  0.343
H (22.885, 8.634, 7.768)  0.412
H (21.365, 9.473, 7.562)  0.425
H (23.008, 10.726, 9.112)  0.467
H (22.199, 11.670, 7.922)  0.393
H (24.495, 11.813, 8.340)  0.333

Atomic forces in eV per Å
0.020 0.073 -0.520
-0.475 0.413 -0.088
0.670 -0.564 0.199
1.884 -0.847 0.470
-2.404 2.572 0.845
0.161 0.807 -0.335
-0.813 -0.061 -0.353
0.570 -0.336 0.502
0.575 0.054 -0.153
-0.593 0.096 0.455
-0.488 -0.225 0.472
-0.398 0.335 -0.295
0.161 -0.024 0.071
-0.239 -0.432 -0.275
0.888 -1.329 -0.269
0.317 -0.282 -0.163
-0.092 -0.108 0.024
0.424 -0.128 -0.198
0.146 -0.127 -0.521
0.211 -0.290 0.383
0.399 -1.088 -0.368
0.619 0.853 -0.176
-1.512 0.436 1.925
0.002 0.962 -1.353
-0.565 -1.690 0.346
-0.172 0.352 -0.353
-0.381 -0.651 -0.110
-0.354 0.049 0.122
0.460 -0.516 0.268
0.016 -0.163 -0.226
0.088 0.308 0.405
-0.330 0.367 -0.027
-0.414 0.823 -0.172
0.419 0.347 0.257
0.397 -0.547 -0.280
0.399 0.278 -0.100
0.010 0.226 0.234
-0.585 -0.445 0.189
0.113 0.227 -0.567
0.868 0.273 -0.267

=====

Q: What is the formula in the first record?
A: C9H25N4O

=====

Please write out number 2 again, unchanged.
C9H25N5 | wB97M-V/def2-TZVPD

As for the total charge: +2. For the relative energy (zero: lowest compared OMol25 entry of this formula, charge and spin), the calculation gives 0.0 kJ/mol. The orbital gap comes out at 9.034 eV. The value obtained for the HOMO energy is -15.45 eV. The calculation puts the total energy at -631.0019 Eh. Its molecular weight is 203.334 g mol⁻¹.

Last column: Mulliken charge in e.
Geometry (Å):
C (-1.080, 1.216, -0.419)  -0.457
C (-3.441, 1.826, -0.234)  0.120
C (-0.034, 1.610, 0.660)  -0.800
C (-6.183, -0.822, -0.151)  0.188
C (-6.772, -2.225, -0.080)  -1.074
C (4.810, -2.042, -1.039)  -1.449
C (3.516, -1.726, -0.425)  -0.703
C (1.843, 0.009, 0.344)  -1.334
C (3.118, -0.295, -0.458)  0.060
N (-2.211, 2.075, -0.355)  -0.043
N (-5.008, -0.545, 0.019)  -0.476
N (4.148, 0.551, 0.174)  -0.174
N (1.336, 1.358, 0.196)  0.153
N (2.314, 2.242, 0.836)  -0.760
H (-0.594, 1.430, -1.485)  0.278
H (-1.516, 0.228, -0.305)  0.340
H (-6.912, 0.036, -0.243)  0.319
H (-4.105, 2.622, -0.254)  0.352
H (-0.190, 2.660, 0.840)  0.539
H (-0.238, 1.007, 1.540)  0.343
H (-7.345, -2.406, 0.829)  0.288
H (-6.013, -3.062, -0.165)  0.283
H (-7.371, -2.540, -0.974)  0.300
H (5.062, -1.848, -2.074)  0.363
H (4.821, -3.135, -1.001)  0.385
H (5.622, -1.675, -0.468)  0.456
H (3.586, -2.220, 0.603)  0.361
H (2.740, -2.144, -0.853)  0.545
H (2.085, -0.160, 1.385)  0.464
H (0.984, -0.656, 0.196)  0.499
H (2.912, -0.019, -1.467)  0.253
H (-1.976, 3.089, -0.447)  0.355
H (-4.402, -1.404, 0.096)  0.175
H (-3.956, 0.815, -0.256)  0.044
H (4.312, 0.066, 1.098)  0.456
H (5.018, 0.489, -0.448)  0.393
H (2.330, 1.985, 1.863)  0.320
H (2.056, 3.155, 0.423)  0.233
H (3.795, 1.491, 0.487)  0.402

Atomic forces in eV per Å
1.630 -0.100 -2.090
-0.319 -2.097 -0.728
-0.124 -1.470 -0.727
-4.805 -1.182 0.045
0.579 -1.486 -1.516
0.760 -1.902 -1.169
2.322 1.433 3.398
-1.089 -0.281 0.209
-1.923 0.698 1.247
0.100 3.113 0.094
4.646 -0.203 0.099
2.588 -1.480 0.170
1.013 0.968 -0.382
-1.360 -0.924 -0.353
-0.965 -0.914 2.167
0.613 -0.400 -0.284
0.633 -0.937 -0.047
-0.994 1.730 0.145
0.370 0.425 0.382
-0.191 0.261 0.611
-0.125 0.278 -0.105
-0.140 1.248 0.596
-0.106 1.007 0.792
-0.664 0.603 -0.382
0.672 0.019 0.093
1.021 0.196 0.779
-0.441 1.168 -0.802
-3.712 -2.827 -2.479
0.201 -0.185 0.939
0.523 -0.268 -0.588
0.381 0.602 -0.863
-0.159 -0.927 0.189
-0.862 0.813 0.070
0.553 0.189 0.555
0.558 0.466 -1.154
-1.164 0.554 1.516
-0.441 1.726 -1.032
0.647 -0.223 1.639
-0.223 0.310 -1.034

=====

Q: Which of these has the highest HOMO?
A: C9H26B2LiNO